{
  "formula": "C39H62BFIN15O8PS",
  "method": "ωB97M-V with the def2-TZVPD basis set",
  "elements": ["C", "B", "O", "C", "C", "C", "O", "O", "C", "C", "C", "O", "C", "C", "O", "N", "C", "C", "N", "S", "O", "O", "F", "C", "I", "P", "C", "O", "H", "H", "H", "H", "H", "H", "H", "H", "H", "H", "H", "H", "H", "H", "H", "H", "H", "H", "H", "H", "H", "H", "H", "C", "C", "N", "H", "H", "H", "C", "C", "N", "H", "H", "H", "C", "C", "N", "H", "H", "H", "C", "C", "N", "H", "H", "H", "C", "C", "N", "H", "H", "H", "C", "C", "N", "H", "H", "H", "C", "C", "N", "H", "H", "H", "C", "C", "N", "H", "H", "H", "C", "C", "N", "H", "H", "H", "C", "C", "N", "H", "H", "H", "C", "C", "N", "H", "H", "H", "C", "C", "N", "H", "H", "H", "C", "C", "N", "H", "H", "H"],
  "coordinates": [[0.0516, -4.0337, 1.4074], [-0.3020, -2.4581, 1.3191], [-0.3971, -1.8239, 2.6027], [-0.5096, -1.6273, -0.0842], [0.6599, -2.2001, -0.9735], [1.2710, -1.2187, -2.0195], [0.7634, -0.2397, -2.4778], [2.6010, -1.5045, -2.4171], [-0.2299, -0.1569, 0.3741], [0.9260, 0.5472, 1.1176], [2.3468, 0.4992, 0.4559], [2.5240, 1.5170, -0.5619], [2.7616, 2.7438, 0.0979], [4.1241, 3.1349, 0.7364], [1.8188, 3.4989, 0.1952], [-1.2279, 0.6257, 0.1008], [-2.4492, 0.0503, -0.5334], [-3.5236, 0.4021, 0.6138], [-2.8929, 0.4295, 1.9721], [-2.9338, 0.9812, -2.0654], [-3.3539, 2.3501, -1.7189], [-1.8237, 1.1460, -3.0051], [-4.2548, 0.3066, -2.7899], [-1.9988, -1.4905, -0.6709], [-2.0468, -2.1869, -2.7736], [-3.3371, -2.7196, -0.0470], [-2.7188, -4.4965, -0.3366], [-3.5670, -2.5609, 1.6313], [0.9439, -4.1565, 2.0819], [-0.8144, -4.5362, 1.9399], [0.1444, -4.5301, 0.4098], [-1.2178, -2.1250, 3.0448], [0.4328, -3.1975, -1.4503], [1.5156, -2.4306, -0.2629], [2.6095, -2.2919, -2.9908], [0.6437, 1.6342, 1.2298], [1.0475, 0.1695, 2.1771], [2.6799, -0.5161, 0.0998], [3.0832, 0.7668, 1.2715], [4.2015, 4.2509, 0.8576], [4.2197, 2.6746, 1.7629], [4.9941, 2.7781, 0.1115], [-1.2640, 1.6245, 0.3184], [-4.4350, -0.2533, 0.5662], [-3.9211, 1.4544, 0.4900], [-2.3672, -0.4295, 2.1484], [-3.7008, 0.4010, 2.6072], [-3.4125, -5.0253, -1.0393], [-1.6934, -4.5346, -0.7771], [-2.7953, -4.9915, 0.6717], [-4.5249, -2.4848, 1.7923], [2.1117, -2.0734, 4.9002], [2.6588, -0.9107, 4.1633], [3.0805, -0.0078, 3.5885], [1.0227, -2.0350, 4.8913], [2.4392, -3.0022, 4.4264], [2.4608, -2.0553, 5.9330], [-2.8462, -3.3917, -7.1327], [-2.2801, -4.0261, -5.9173], [-1.8393, -4.5199, -4.9752], [-3.9267, -3.2953, -7.0316], [-2.4114, -2.4011, -7.2698], [-2.6244, -4.0026, -8.0067], [1.5645, -6.7241, 4.4397], [2.1277, -5.5641, 3.7147], [2.5606, -4.6616, 3.1468], [0.4786, -6.6749, 4.4244], [1.8863, -7.6523, 3.9650], [1.9073, -6.7165, 5.4744], [-3.3660, -2.3428, -10.9552], [-4.0033, -3.5587, -10.3961], [-4.4968, -4.5007, -9.9573], [-2.2962, -2.3534, -10.7445], [-3.5148, -2.3083, -12.0344], [-3.8100, -1.4544, -10.5050], [-1.1676, -5.3854, 7.5640], [-0.9721, -5.0830, 6.1248], [-0.8201, -4.8491, 5.0090], [-0.2537, -5.1659, 8.1155], [-1.9793, -4.7773, 7.9623], [-1.4161, -6.4389, 7.6899], [2.4407, -9.1174, 0.3927], [2.2206, -9.5853, 1.7831], [2.0519, -9.9501, 2.8602], [1.7034, -8.3565, 0.1375], [3.4395, -8.6917, 0.2996], [2.3436, -9.9539, -0.2986], [3.9227, 4.0243, 4.7501], [5.3130, 4.3720, 4.3425], [6.3871, 4.6422, 4.0337], [3.8902, 3.8053, 5.8173], [3.2531, 4.8582, 4.5376], [3.5824, 3.1465, 4.2002], [1.4189, 5.8700, -1.7407], [2.2277, 7.0737, -2.0695], [2.8864, 8.0593, -2.3411], [0.3807, 6.0364, -2.0311], [1.8005, 4.9919, -2.2754], [1.4608, 5.6767, -0.6692], [6.1934, 7.7831, -4.9088], [4.9577, 7.9386, -4.0994], [4.0007, 8.0754, -3.4586], [6.1130, 6.8946, -5.5340], [6.3293, 8.6568, -5.5457], [7.0596, 7.6816, -4.2531], [-3.5154, 5.6073, -1.0689], [-3.0376, 6.9012, -0.5218], [-2.6619, 7.9031, -0.1021], [-4.5425, 5.4256, -0.7537], [-3.4757, 5.6280, -2.1575], [-2.8836, 4.7977, -0.7054], [3.4854, 5.8031, 8.9399], [3.1966, 4.3981, 8.5627], [2.9685, 3.3012, 8.2805], [4.5616, 5.9745, 8.9313], [3.0104, 6.4811, 8.2311], [3.1001, 6.0043, 9.9390], [-7.7427, -1.5688, -9.4622], [-6.4208, -0.8994, -9.5220], [-5.3955, -0.3814, -9.5695], [-8.2485, -1.4742, -10.4226], [-7.6111, -2.6257, -9.2307], [-8.3561, -1.1072, -8.6889], [-0.4013, 6.8869, 2.5041], [0.2215, 6.1883, 3.6564], [0.7056, 5.6454, 4.5474], [-1.4721, 6.9978, 2.6714], [0.0438, 7.8741, 2.3851], [-0.2410, 6.3127, 1.5919]],
  "atomic_forces_ev_per_a": [[-0.895, 0.590, -0.334], [-0.395, -1.665, 1.828], [-1.061, 0.043, -1.834], [0.772, 1.873, 0.568], [1.203, 0.180, 0.314], [0.734, 0.035, -1.000], [-0.286, -0.549, 1.066], [-1.343, -0.540, 0.409], [0.269, 0.740, -0.594], [0.132, -0.043, 0.242], [1.125, 0.236, 0.870], [0.512, -0.054, 1.076], [-0.950, 1.228, 0.389], [0.581, -0.617, -0.393], [0.805, -0.785, -0.124], [-0.213, -0.015, -1.910], [-0.114, -1.284, 2.919], [-1.024, 0.439, 0.088], [-0.755, -0.469, -0.674], [1.328, 5.694, -3.596], [-0.613, -2.963, 1.121], [-1.791, -2.511, 1.450], [2.131, 0.258, 1.700], [0.356, -0.769, 0.070], [-0.074, -0.073, 0.676], [-1.922, -0.067, -0.940], [0.351, 0.250, 0.572], [0.895, -0.303, -0.503], [-0.913, 0.096, -1.005], [0.898, 0.530, -0.380], [0.264, 0.229, 0.979], [0.768, -0.173, 0.093], [-0.044, 1.187, 0.470], [-0.833, 0.171, -0.799], [0.089, 0.199, 0.346], [0.269, -1.100, -0.203], [-0.345, 0.001, -1.246], [-0.537, 1.164, -0.018], [-0.961, -0.667, -0.568], [-0.394, -1.217, -0.232], [-0.145, 0.365, -1.076], [-0.968, 0.273, 0.700], [0.319, -0.347, 0.202], [1.002, 0.284, -0.323], [0.619, -1.140, -0.410], [-0.301, 0.170, -0.006], [0.619, 0.133, -0.052], [0.475, 0.808, 0.597], [-0.836, -0.168, 0.610], [0.349, 0.359, -1.019], [0.554, -0.018, -0.211], [0.285, 0.411, -0.149], [-0.200, -0.434, 0.315], [-0.163, -0.195, 0.075], [0.065, 0.034, -0.063], [-0.050, 0.349, 0.058], [0.028, 0.112, -0.065], [0.279, -0.239, 0.503], [-0.174, 0.215, -0.425], [-0.118, 0.243, -0.225], [0.061, -0.064, -0.015], [0.002, -0.049, 0.068], [-0.058, -0.038, 0.103], [0.325, 0.207, -0.382], [-0.098, -0.496, 0.336], [0.136, -0.541, 0.217], [0.109, 0.051, -0.085], [0.066, 0.061, 0.037], [0.029, 0.047, -0.066], [-0.135, -0.450, 0.184], [0.207, 0.460, -0.278], [0.088, 0.264, -0.022], [-0.047, -0.089, -0.034], [0.002, -0.064, 0.059], [0.054, -0.156, -0.057], [0.092, 0.106, -0.581], [-0.142, -0.019, 0.515], [-0.162, 0.117, 0.317], [-0.037, 0.003, -0.063], [0.044, -0.019, -0.064], [0.013, 0.055, -0.051], [-0.072, -0.203, 0.561], [0.089, 0.126, -0.502], [0.017, 0.197, -0.237], [0.021, -0.053, 0.045], [-0.048, -0.041, 0.043], [-0.002, 0.025, 0.072], [0.702, 0.261, -0.225], [-0.652, -0.189, 0.217], [-0.242, -0.072, 0.012], [0.018, -0.021, -0.072], [0.035, -0.058, 0.021], [0.049, 0.013, 0.043], [1.085, 0.334, -0.812], [0.737, 1.823, -0.227], [-7.292, -1.283, 7.877], [0.064, 0.091, -0.006], [-0.286, -0.213, 0.130], [-0.034, 0.042, -0.090], [-0.356, 0.046, 0.530], [0.535, 0.059, 0.129], [5.686, -0.817, -7.661], [-0.047, 0.039, 0.047], [-0.062, -0.030, 0.063], [-0.057, 0.012, -0.045], [0.205, 0.566, 0.242], [-0.174, -0.439, -0.222], [-0.057, -0.269, -0.008], [0.058, 0.045, -0.008], [0.022, 0.001, 0.068], [-0.025, 0.050, -0.056], [-0.109, -0.555, -0.187], [-0.067, -0.197, 0.025], [0.217, 0.927, 0.186], [-0.057, -0.048, -0.010], [0.007, -0.076, 0.017], [0.008, -0.056, -0.056], [0.519, 0.255, -0.012], [-0.489, -0.220, 0.038], [-0.381, -0.075, 0.124], [0.065, 0.017, 0.042], [0.055, 0.061, -0.032], [0.067, 0.013, -0.045], [0.244, -0.299, 0.514], [-0.194, 0.234, -0.410], [-0.089, 0.112, -0.238], [0.069, 0.011, -0.001], [-0.021, -0.066, -0.003], [0.032, 0.036, 0.053]],
  "relative_energy_kcal_mol": 0.00,
  "total_charge": 1
}



{
  "formula": "C39H62F9NO14S2",
  "method": "ωB97M-V with the def2-TZVPD basis set",
  "elements": ["C", "C", "O", "C", "C", "O", "C", "C", "C", "C", "C", "C", "C", "C", "O", "C", "S", "O", "O", "C", "F", "F", "C", "F", "F", "C", "F", "F", "C", "F", "F", "F", "S", "C", "C", "C", "C", "C", "C", "C", "C", "C", "C", "C", "C", "C", "N", "H", "H", "H", "H", "H", "H", "H", "H", "H", "H", "H", "H", "H", "H", "H", "H", "H", "H", "H", "H", "H", "H", "H", "H", "H", "H", "C", "O", "H", "H", "H", "H", "C", "O", "H", "H", "H", "H", "C", "O", "H", "H", "H", "H", "C", "O", "H", "H", "H", "H", "C", "O", "H", "H", "H", "H", "C", "O", "H", "H", "H", "H", "C", "O", "H", "H", "H", "H", "C", "O", "H", "H", "H", "H", "C", "O", "H", "H", "H", "H"],
  "coordinates": [[-5.4100, -6.5510, -0.4243], [-4.1413, -6.3384, -1.2416], [-3.4384, -5.1764, -0.8752], [-2.7480, -5.2914, 0.3622], [-1.2581, -5.1470, 0.1994], [-0.8190, -3.8208, 0.5342], [0.5308, -3.7112, 0.5422], [1.2295, -4.2094, 1.6541], [2.6096, -4.0756, 1.6861], [3.3107, -3.4989, 0.6353], [2.6359, -3.0061, -0.4725], [3.4717, -2.4197, -1.5698], [3.6670, -3.4654, -2.6842], [4.4081, -4.7032, -2.3005], [2.9278, -4.6117, -2.5868], [1.2296, -3.0967, -0.5141], [0.2924, -2.4544, -1.8753], [1.0944, -2.1347, -3.0199], [-0.7970, -3.3449, -2.1459], [-0.5626, -0.9214, -1.2280], [-1.4585, -0.6149, -2.1622], [-1.2229, -1.2612, -0.1219], [0.3425, 0.3284, -0.9841], [1.5988, 0.0775, -1.3800], [-0.0992, 1.3354, -1.7444], [0.4398, 0.7813, 0.4927], [0.9617, -0.2129, 1.2035], [1.3257, 1.7956, 0.5062], [-0.8891, 1.3210, 1.1266], [-0.6772, 2.4698, 1.7286], [-1.2964, 0.4553, 2.0524], [-1.8492, 1.4360, 0.2310], [3.4359, -4.6683, 3.1306], [2.2447, -4.1638, 4.3673], [2.6216, -3.6710, 5.5967], [4.0826, -3.5223, 5.9986], [4.3964, -2.0594, 6.2403], [4.4348, -1.5544, 7.5373], [4.6833, -0.1964, 7.7368], [4.8920, 0.6578, 6.6620], [4.8731, 0.1302, 5.3750], [4.6257, -1.2187, 5.1494], [1.6313, -3.2685, 6.5005], [0.2936, -3.3766, 6.1384], [-0.0697, -3.8840, 4.9075], [0.8986, -4.2879, 3.9988], [0.5277, -4.8226, 2.7289], [-6.0402, -7.3124, -0.8740], [-5.9384, -5.6105, -0.3052], [-5.1396, -6.9203, 0.5668], [-3.5108, -7.2324, -1.2278], [-4.4454, -6.1927, -2.2774], [-3.1566, -4.5985, 1.0972], [-2.9333, -6.2934, 0.7533], [-0.9787, -5.3294, -0.8362], [-0.7657, -5.9030, 0.8077], [4.3855, -3.4195, 0.7021], [2.9882, -1.6032, -2.0887], [4.4627, -2.1329, -1.2372], [3.8603, -3.0803, -3.6715], [4.3538, -5.0772, -1.2914], [4.7458, -5.2878, -3.1420], [4.7448, -3.9460, 5.2517], [4.2075, -4.0584, 6.9383], [4.2743, -2.2150, 8.3755], [4.7161, 0.1635, 8.7562], [5.0817, 1.7048, 6.8323], [5.0616, 0.7903, 4.5383], [4.6049, -1.6326, 4.1524], [1.9383, -2.8869, 7.4599], [-0.4814, -3.0519, 6.8179], [-1.1106, -3.9638, 4.6291], [0.7228, -5.8210, 2.7357], [0.6316, 4.7787, -2.1816], [0.6999, 5.5479, -0.9847], [0.5022, 5.4630, -3.0164], [1.5552, 4.2136, -2.3276], [-0.2206, 4.0946, -2.1443], [0.8152, 4.9396, -0.2500], [-1.5581, 6.1253, -5.7485], [-0.6738, 7.1985, -5.4317], [-1.7966, 6.1748, -6.8079], [-1.0788, 5.1668, -5.5345], [-2.4820, 6.2166, -5.1709], [-0.4816, 7.1358, -4.4925], [-2.6573, 5.1939, -10.0351], [-1.7065, 6.2281, -10.2682], [-2.7791, 4.6427, -10.9636], [-2.3027, 4.5098, -9.2591], [-3.6216, 5.6182, -9.7427], [-1.5950, 6.7200, -9.4505], [-3.4721, 1.5290, -4.2713], [-2.5477, 2.5760, -3.9729], [-3.7033, 1.5790, -5.3318], [-3.0346, 0.5537, -4.0483], [-4.3952, 1.6551, -3.7001], [-2.3463, 2.5229, -3.0348], [0.8876, -8.4957, -0.6513], [-0.4786, -8.2238, -0.9475], [0.9756, -8.6083, 0.4270], [1.2162, -9.4209, -1.1309], [1.5286, -7.6711, -0.9774], [-0.5552, -8.1219, -1.9003], [2.3858, -7.1551, 6.5010], [1.0909, -6.9054, 7.0418], [2.6307, -8.1886, 6.7305], [2.3706, -6.9796, 5.4218], [3.1258, -6.5010, 6.9727], [0.8716, -5.9850, 6.8601], [-3.4185, 7.4420, -2.2689], [-4.5212, 7.1363, -3.1164], [-3.4373, 8.5075, -2.0530], [-3.4973, 6.8866, -1.3313], [-2.4776, 7.1943, -2.7692], [-4.4974, 6.1937, -3.3019], [-2.5539, 11.7083, -2.7584], [-3.6559, 11.3956, -3.6059], [-2.5737, 12.7729, -2.5417], [-2.6303, 11.1546, -1.8181], [-1.6128, 11.4637, -3.2572], [-3.6150, 10.4522, -3.7863], [-2.6362, 13.2229, 0.9416], [-1.2946, 13.4127, 0.5027], [-2.9121, 12.1916, 0.7388], [-2.7291, 13.4101, 2.0145], [-3.3130, 13.8860, 0.3964], [-1.0531, 14.3250, 0.6810]],
  "atomic_forces_ev_per_a": [[0.673, -0.251, 0.482], [-0.779, -0.004, -0.542], [0.261, 0.285, 0.246], [-0.394, -0.540, -0.234], [0.080, -0.152, -0.333], [0.155, 0.035, 0.138], [-0.197, -0.059, 0.228], [0.144, 0.224, -0.618], [-0.227, -0.084, 0.336], [-0.316, -0.043, 0.058], [0.212, 0.415, 0.188], [-0.269, -0.305, -1.345], [1.341, 0.032, 1.614], [-2.882, -0.443, -1.175], [-0.387, -0.349, -0.550], [0.253, 0.284, 0.321], [-0.513, -1.778, -1.042], [0.278, 0.747, 0.527], [-0.145, 0.295, 0.427], [0.305, -0.058, -0.297], [-0.211, 0.044, -0.367], [0.006, 0.115, 0.438], [-0.140, -0.234, -0.084], [0.313, -0.207, 0.106], [-0.148, 0.455, 0.031], [0.110, 0.635, -0.497], [-0.073, -0.372, 0.329], [0.154, 0.249, -0.063], [0.331, -1.232, 0.823], [-0.011, 0.716, -0.036], [-0.139, -0.155, 0.160], [-0.378, 0.359, -0.536], [0.231, 0.059, 0.121], [-0.336, -0.274, -1.097], [0.497, 0.218, 0.578], [-0.607, 0.374, 0.348], [0.185, -0.336, -0.135], [0.125, 0.517, -0.638], [-0.085, -0.280, 0.201], [-0.046, -0.595, 0.102], [0.012, 0.115, -0.233], [-0.017, 0.250, 0.735], [-0.136, -0.463, -0.742], [0.253, 0.204, 0.584], [-0.066, -0.160, -0.624], [0.050, 0.280, 0.797], [-0.078, -0.123, 0.062], [-0.160, 0.027, -0.152], [-0.192, 0.049, -0.125], [-0.153, 0.071, 0.134], [0.191, -0.002, 0.180], [0.172, 0.136, -0.134], [0.121, 0.269, -0.022], [0.068, -0.090, 0.139], [-0.123, -0.099, -0.113], [0.225, 0.191, 0.276], [0.089, 0.092, -0.065], [0.067, 0.358, 0.451], [-0.001, 0.194, 0.310], [-0.096, 0.169, -0.300], [1.271, 0.201, 0.264], [1.025, -0.182, 0.421], [0.086, -0.060, -0.028], [0.213, -0.169, -0.005], [0.014, -0.055, 0.138], [0.007, 0.191, -0.008], [0.034, 0.132, -0.040], [-0.025, -0.015, -0.070], [0.010, 0.030, -0.161], [-0.094, 0.139, 0.164], [-0.009, -0.006, 0.102], [-0.048, -0.021, -0.058], [-0.081, -0.070, -0.082], [0.022, -0.065, 0.424], [-0.052, 0.078, -0.160], [0.016, 0.043, 0.019], [-0.062, -0.064, -0.147], [0.037, -0.053, -0.185], [0.021, 0.026, 0.033], [0.203, 0.084, 0.389], [-0.095, -0.036, -0.162], [0.045, 0.080, -0.016], [-0.174, -0.101, -0.073], [-0.079, -0.136, -0.107], [0.069, 0.102, 0.006], [0.173, 0.293, 0.149], [-0.052, -0.122, -0.080], [0.022, 0.015, -0.026], [-0.109, -0.076, -0.017], [-0.059, -0.138, 0.005], [0.036, 0.041, -0.017], [0.163, 0.094, 0.233], [-0.106, 0.016, -0.085], [0.042, 0.057, -0.019], [-0.086, -0.051, -0.050], [-0.049, -0.084, -0.057], [0.057, -0.016, 0.004], [-0.120, 0.110, -0.191], [0.047, -0.023, 0.095], [-0.040, -0.010, 0.013], [0.076, -0.004, 0.056], [0.064, -0.034, 0.046], [-0.057, 0.039, 0.000], [-0.462, 0.355, 0.199], [0.075, -0.018, 0.003], [0.034, -0.026, -0.129], [0.267, -0.167, -0.031], [0.127, -0.064, -0.108], [-0.031, 0.008, 0.002], [-0.158, -0.364, -0.197], [0.042, 0.192, 0.015], [-0.070, 0.013, -0.026], [0.170, 0.090, 0.068], [0.099, 0.065, 0.154], [-0.035, -0.005, -0.021], [-0.138, -0.308, -0.176], [0.054, 0.118, 0.106], [-0.067, 0.015, -0.036], [0.159, 0.087, 0.064], [0.094, 0.062, 0.148], [-0.102, 0.002, -0.099], [0.182, 0.265, -0.051], [-0.080, -0.145, 0.015], [0.048, -0.019, -0.029], [-0.082, -0.038, 0.000], [-0.124, -0.076, 0.058], [0.043, 0.003, -0.018]],
  "smiles": "CCOCCOc1c2c(cc(C[C@H]3CO3)c1S(=O)(=O)C(F)(F)C(F)(F)C(F)(F)C(F)(F)F)Sc1c(Cc3ccccc3)cccc1N2.CO.CO.CO.CO.CO.CO.CO.CO.CO",
  "total_charge": 0
}



Electronic energy
In order: -4107.901397, -4326.279714
Unit: hartree
Highest occupied orbital energy
In order: -7.05, -9.06
Unit: eV